No. 1
Computed, not measured: one molecule with the formula C23H18O3 in a non-equilibrium geometry, with ωB97M-V with the def2-TZVPD basis set.

Positions of all 44 atoms, in Å:
O -2.834 -2.480 0.350
C -1.661 -2.016 0.450
C -0.611 -2.857 1.221
C 0.907 -2.439 1.044
C 0.862 -0.840 0.836
C 0.328 -0.132 2.066
C -0.153 -0.657 3.229
C -0.690 0.071 4.270
C -0.599 1.422 4.240
C -0.222 2.119 3.083
C 0.260 1.358 1.990
C 2.367 -0.347 0.386
C 2.208 0.453 -0.865
C 3.231 1.009 -1.721
C 2.742 1.844 -2.831
O 3.667 2.528 -3.587
C 1.452 1.841 -3.270
C 0.476 1.041 -2.582
C 0.904 0.441 -1.319
C 0.050 -0.389 -0.374
C -1.225 -0.988 -0.545
C -2.228 -0.583 -1.526
C -3.067 0.498 -1.274
C -3.818 0.633 -2.508
C -3.336 -0.327 -3.394
O -2.340 -1.020 -2.763
H -0.642 -3.814 0.761
H -0.975 -3.012 2.247
H 1.290 -2.925 0.234
H 1.585 -2.715 1.829
H -0.013 -1.692 3.438
H -1.013 -0.411 5.164
H -0.761 1.993 5.132
H -0.264 3.162 2.953
H 0.488 1.859 1.075
H 2.913 0.244 1.216
H 2.910 -1.241 0.388
H 4.254 0.842 -1.513
H 4.515 2.362 -3.324
H 1.083 2.446 -4.093
H -0.491 0.886 -3.022
H -3.210 1.001 -0.342
H -4.547 1.446 -2.458
H -3.791 -0.609 -4.288

The maximum force comes out at 5.0 eV Å⁻¹. Its SMILES is O=C1CC[C@@]2(c3ccccc3)Cc3cc(O)ccc3C2=C1c1ccco1. As for the HOMO-LUMO gap: 7.9512 eV. The charge is 0. The energy relative to the best compared isomer or geometry (same formula, charge and spin) is 251.3 kJ/mol. Its multiplicity is 1. As for the HOMO energy: -8.288 eV.


No. 2
Computed, not measured: one molecule with the formula C10H10F2O in a non-equilibrium geometry, with ωB97M-V with the def2-TZVPD basis set.

Positions of all 23 atoms, in Å:
C -0.502 -2.152 0.465
C -0.816 -0.889 -0.286
O -1.229 -1.263 -1.655
C -2.121 -0.168 0.534
F -2.025 -0.474 1.796
C -2.891 0.725 0.011
F -3.791 1.369 0.713
C 0.446 -0.034 -0.132
C 0.870 0.374 1.164
C 2.067 1.035 1.250
C 2.634 1.585 0.121
C 1.960 1.434 -1.107
C 0.958 0.508 -1.272
H -0.506 -2.347 1.588
H -1.081 -2.970 -0.025
H 0.560 -2.401 0.105
H -0.999 -0.626 -2.383
H -3.025 0.956 -1.109
H 0.621 -0.160 2.042
H 2.575 1.158 2.183
H 3.468 2.188 0.247
H 2.390 1.963 -2.005
H 0.437 0.190 -2.245

The maximum force comes out at 5.6 eV Å⁻¹. Its SMILES is C[C@@](O)(/C(F)=C/F)c1ccccc1. As for the HOMO-LUMO gap: 9.8264 eV. The charge is 0. The energy relative to the best compared isomer or geometry (same formula, charge and spin) is 185.0 kJ/mol. Its multiplicity is 1. As for the HOMO energy: -9.199 eV.


No. 3
Computed, not measured: a 8-piece molecular cluster, C25H53ClN2O20P3S2 overall in a non-equilibrium geometry, with ωB97M-V with the def2-TZVPD basis set.

Positions of all 106 atoms, in Å:
Cl 0.157 1.353 -0.808
O -1.136 1.967 -0.565
O 0.884 1.224 0.431
O -0.052 0.052 -1.408
O 0.885 2.191 -1.739
C 1.510 5.426 -0.731
C 1.250 5.721 0.760
C 0.693 7.124 0.899
S -0.287 7.369 -0.608
O 0.229 8.522 -1.304
O -1.698 7.293 -0.333
C 0.220 5.850 -1.402
H 1.716 4.363 -0.839
H 2.374 5.996 -1.073
H 2.171 5.633 1.347
H 0.587 4.970 1.197
H 1.451 7.902 0.923
H -0.028 7.274 1.703
H 0.219 5.997 -2.483
H -0.580 5.127 -1.227
C 4.634 1.319 3.869
C 3.235 1.907 3.981
C 2.973 2.748 2.749
S 4.588 3.323 2.191
O 4.740 4.748 2.343
O 4.843 2.743 0.903
C 5.552 2.445 3.409
H 4.692 0.559 3.083
H 4.990 0.869 4.794
H 3.191 2.547 4.873
H 2.466 1.160 4.182
H 2.325 3.610 2.863
H 2.610 2.114 1.937
H 5.888 3.100 4.212
H 6.445 2.083 2.899
C 0.467 -1.239 2.779
O 1.162 -2.369 3.350
P 1.237 -2.574 4.901
O 0.681 -1.504 5.729
O 0.602 -3.995 5.094
C 0.042 -4.370 6.358
O 2.764 -2.879 5.157
C 3.632 -1.788 5.454
H -0.596 -1.456 2.686
H 0.894 -1.059 1.796
H 0.596 -0.346 3.388
H -0.250 -3.489 6.925
H 0.737 -5.036 6.861
H -0.879 -4.917 6.150
H 3.174 -0.839 5.185
H 4.549 -1.938 4.887
H 3.869 -1.815 6.517
C -1.881 -4.401 2.962
O -2.633 -3.210 2.720
P -3.602 -3.145 1.462
O -3.328 -4.116 0.415
O -5.056 -3.300 2.046
C -5.639 -2.346 2.930
O -3.556 -1.630 1.084
C -2.502 -1.147 0.215
H -2.076 -4.821 3.946
H -0.837 -4.142 2.815
H -2.136 -5.195 2.257
H -5.010 -1.465 3.067
H -5.797 -2.802 3.908
H -6.594 -2.028 2.518
H -1.798 -0.530 0.761
H -2.939 -0.589 -0.606
H -1.994 -1.990 -0.256
C -2.673 -1.183 -4.240
O -3.524 -2.098 -4.950
P -3.417 -3.643 -4.718
O -4.278 -4.452 -5.575
O -1.870 -3.919 -4.905
C -1.379 -5.172 -5.397
O -3.657 -3.791 -3.161
C -3.833 -5.094 -2.619
H -2.114 -0.595 -4.963
H -1.978 -1.661 -3.556
H -3.296 -0.502 -3.663
H -0.652 -5.546 -4.673
H -0.877 -5.010 -6.346
H -2.190 -5.894 -5.477
H -4.751 -5.120 -2.031
H -3.027 -5.365 -1.941
H -3.952 -5.836 -3.413
N -1.791 3.268 -3.457
C -0.987 2.845 -4.474
C -1.450 3.390 -5.642
C -2.642 4.106 -5.316
C -2.820 4.020 -3.962
H -1.612 3.117 -2.477
H -0.098 2.266 -4.283
H -0.982 3.328 -6.609
H -3.296 4.618 -6.003
H -3.536 4.479 -3.302
N 2.078 -1.196 -3.344
C 3.261 -0.814 -3.886
C 3.798 -1.900 -4.532
C 2.911 -2.990 -4.329
C 1.836 -2.509 -3.619
H 1.424 -0.576 -2.889
H 3.567 0.218 -3.879
H 4.769 -1.932 -5.000
H 3.043 -4.023 -4.611
H 0.949 -2.992 -3.250

The maximum force comes out at 1.3 eV Å⁻¹. As for the HOMO-LUMO gap: 7.8755 eV. The charge is -1. Its multiplicity is 1. As for the HOMO energy: -5.977 eV.


No. 4
Computed, not measured: C13H24Ag3BBr12F4O3 as an isolated structure in a non-equilibrium geometry, with ωB97M-V with the def2-TZVPD basis set.

Positions of all 60 atoms, in Å:
Ag 11.364 -14.471 12.130
Ag 11.543 -10.917 14.098
Ag 14.195 -12.073 12.387
C 11.823 -12.061 10.754
O 11.190 -11.990 11.839
O 12.646 -12.962 10.729
O 11.642 -11.347 9.822
B 13.100 -14.208 14.335
F 12.566 -12.898 14.332
F 12.089 -15.115 14.534
F 13.703 -14.537 13.176
F 13.978 -14.325 15.422
Br 10.847 -11.537 20.025
C 12.272 -11.826 18.676
C 11.856 -12.885 17.598
Br 10.221 -12.252 16.565
H 13.200 -12.086 19.186
H 12.554 -10.876 18.223
H 11.581 -13.765 18.180
H 12.710 -13.120 16.963
Br 8.884 -16.065 12.657
C 8.791 -15.383 14.593
C 7.372 -14.752 14.818
Br 7.107 -14.592 16.818
H 9.600 -14.704 14.863
H 8.802 -16.255 15.247
H 6.540 -15.370 14.479
H 7.343 -13.751 14.389
Br 16.188 -12.985 17.226
C 16.202 -12.400 15.400
C 16.755 -13.512 14.442
Br 16.904 -12.789 12.484
H 16.853 -11.536 15.537
H 15.195 -12.084 15.128
H 16.050 -14.342 14.450
H 17.703 -13.950 14.756
Br 12.318 -19.353 15.156
C 10.561 -18.759 14.505
C 9.438 -19.418 15.357
Br 7.640 -18.924 14.655
H 10.528 -19.043 13.453
H 10.559 -17.679 14.650
H 9.606 -19.039 16.365
H 9.400 -20.507 15.324
Br 11.118 -16.454 17.506
C 13.140 -16.565 17.427
C 13.647 -17.522 18.507
Br 15.607 -17.196 18.743
H 13.571 -15.567 17.506
H 13.419 -17.018 16.475
H 13.387 -18.522 18.161
H 13.040 -17.329 19.391
Br 12.910 -17.928 11.834
C 14.568 -17.483 12.749
C 15.437 -18.703 12.948
Br 17.367 -18.226 13.226
H 14.359 -16.916 13.656
H 15.098 -16.718 12.182
H 15.419 -19.307 12.041
H 15.211 -19.388 13.765

The maximum force comes out at 8.4 eV Å⁻¹. As for the HOMO-LUMO gap: 5.1475 eV. The charge is 0. Its multiplicity is 1. As for the HOMO energy: -7.110 eV.


No. 5
Computed, not measured: C9H12N2O4RhS as an isolated structure in a non-equilibrium geometry, with ωB97M-V with the def2-TZVPD basis set.

Positions of all 29 atoms, in Å:
O 0.105 -2.926 0.430
C 0.211 -1.756 0.296
Rh 0.875 0.103 0.239
O -3.151 -0.082 -2.295
C -2.209 -0.033 -1.664
C 1.481 0.028 -1.565
O 2.171 -0.006 -2.503
C 0.149 1.969 0.137
O -0.012 3.098 0.210
C -1.291 -2.084 5.075
C 0.042 -1.455 4.900
N 0.202 -0.953 3.497
C 0.884 0.190 3.227
S 2.288 0.149 1.969
N 0.882 1.292 3.965
C -0.325 1.725 4.658
C 0.114 2.346 5.963
H -2.081 -1.396 4.807
H -1.375 -2.326 6.113
H -1.383 -2.983 4.499
H 0.234 -0.578 5.540
H 0.888 -2.160 5.021
H 0.283 -1.714 2.788
H 1.484 2.059 3.554
H -0.844 2.456 4.041
H -0.990 0.873 4.801
H 0.635 3.304 5.789
H -0.749 2.545 6.608
H 0.808 1.674 6.511

The maximum force comes out at 9.0 eV Å⁻¹. As for the HOMO-LUMO gap (alpha / beta): 8.0840 / 5.3910 eV. The charge is +3. The energy relative to the best compared isomer or geometry (same formula, charge and spin) is 76.6 kJ/mol. Its multiplicity is 5. As for the HOMO energy (alpha / beta): -20.688 / -22.008 eV. Its expectation value of S² is 6.0577.


No. 6
Computed, not measured: a 21-piece molecular cluster, H41O21 overall in a non-equilibrium geometry, with ωB97M-V with the def2-TZVPD basis set.

Positions of all 62 atoms, in Å:
O -5.322 0.132 -0.085
H -5.242 0.599 0.737
H -4.909 0.544 -0.868
O -1.025 0.991 -1.258
H 0.540 0.862 3.717
H -1.782 -1.909 -0.367
O 3.011 -3.987 1.613
H 2.121 3.253 0.112
H 2.501 -3.283 1.882
O 2.737 3.069 -0.556
H 1.131 0.597 -3.143
H 0.493 -0.935 -1.258
O 1.302 -0.362 -0.925
H 0.697 0.645 -1.020
H -2.783 -2.304 -3.909
O -2.088 3.773 1.064
H -4.001 -2.897 0.351
H -2.088 3.686 2.051
O -4.103 -2.990 1.416
H 2.444 -4.838 1.490
H -1.186 1.410 -2.182
O 3.155 -0.526 4.433
H 2.179 2.956 -1.283
H -2.438 2.917 0.785
O 0.202 2.616 0.140
H 3.944 -0.224 3.846
H -0.354 -0.017 -2.627
O -2.277 -2.073 -4.653
H -3.941 -2.006 1.440
H -2.838 -0.864 0.056
O -1.579 -3.068 2.196
H 3.103 -0.090 -0.155
H -2.358 -2.334 2.013
O 2.853 -1.147 -3.413
H 2.030 -1.048 -2.953
H 3.210 -1.851 -2.921
O 0.510 -0.128 -3.144
H -0.418 3.280 0.486
H -0.190 1.854 -0.480
O 2.375 -1.425 2.154
H 2.371 -0.986 2.934
H 2.417 -0.908 1.382
O -3.399 0.845 -2.291
H 0.410 3.626 -2.135
H -3.554 1.700 -2.431
O 3.977 0.499 0.220
H -1.388 -1.951 -4.309
O -2.285 -1.570 0.366
H -2.408 0.851 -1.622
H 3.799 1.357 -0.110
O 1.107 -2.551 0.246
H 0.632 1.351 0.885
H 1.633 -1.663 0.058
O 0.866 0.492 1.429
H 1.558 4.323 -2.580
H 0.308 -0.050 0.804
O 1.014 3.553 -2.739
H 2.694 0.310 4.251
H 0.930 -2.163 1.227
O 0.978 1.651 4.051
H 0.869 2.275 3.274
H -2.145 -3.863 2.307

The maximum force comes out at 8.2 eV Å⁻¹. As for the HOMO-LUMO gap (alpha / beta): 10.1192 / 4.3712 eV. The charge is 0. The energy relative to the best compared isomer or geometry (same formula, charge and spin) is 657.8 kJ/mol. Its multiplicity is 2. As for the HOMO energy (alpha / beta): -10.928 / -10.902 eV. Its expectation value of S² is 0.7585.